Entry from the OMol25 dataset: a single C5H10N2O molecule (the ωB97M-V functional and the def2-TZVPD basis).

Geometry as XYZ:
```
18
Properties=species:S:1:pos:R:3:nbo_charge:R:1
C -2.76 -0.26 0.72 -0.083
N -2.22 0.88 0.52 -0.383
C -0.54 0.85 0.69 -0.303
C -0.03 0.42 -0.59 0.143
C -0.52 0.31 -1.82 -0.414
N 1.54 0.03 -0.34 -0.211
C 1.88 -1.27 0.23 -0.428
O 2.30 1.00 0.33 -0.586
H -2.19 -1.17 0.97 0.142
H -3.86 -0.35 0.77 0.178
H -0.26 1.88 0.94 0.235
H -0.33 0.18 1.53 0.207
H -1.51 0.69 -2.06 0.226
H 0.11 -0.03 -2.63 0.223
H 1.66 -1.31 1.30 0.164
H 1.33 -2.06 -0.29 0.209
H 2.95 -1.47 0.09 0.211
H 2.45 1.67 -0.36 0.472
```

## Properties
HOMO = -8.2 eV
charge = 0
largest force on an atom = 4.80 eV/Å
relative energy (zero: lowest compared OMol25 entry of this formula, charge and spin) = 487.5 kJ/mol
LUMO = 0.935 eV